{"formula": "BrFHP", "method": "the ωB97M-V functional and the def2-TZVPD basis", "species": ["F", "P", "Br", "H"], "coordinates": [[0.110905, -1.363196, -0.648380], [-0.066401, -0.518542, 0.648746], [1.401188, 0.964610, -0.061297], [-1.445694, 0.917127, 0.060930]], "forces_ev_per_angstrom": [[-0.580, -1.130, -0.686], [-1.879, 3.342, -0.785], [0.705, 0.423, 0.481], [1.755, -2.635, 0.990]], "energy_ev": -82063.8887, "e_above_lowest_kj_mol": 182.7, "lumo_energy_ev": -0.50, "gap_ev": 8.964}